Record 1
ORCA calculation (ωB97M-V/def2-TZVPD) on one molecule with the formula C3H8Si at a distorted geometry.

XYZ file:
```
12
Properties=species:S:1:pos:R:3:mulliken_charge:R:1
C 1.7595 0.0084 -1.4734 -0.610
C 1.2083 0.2152 -0.1641 -0.196
C -0.1909 0.1625 1.0460 -0.615
Si -1.7733 -0.4967 0.2910 0.309
H 2.7898 -0.0200 -1.5240 0.259
H 1.3313 -0.1001 -2.4705 0.262
H 1.8546 0.5015 0.6515 0.203
H 0.2406 -0.3773 1.9745 0.374
H -0.2333 1.3188 1.2673 0.315
H -2.1939 -1.6337 -0.4920 -0.115
H -1.9931 0.7117 -0.6184 -0.095
H -2.7996 -0.2903 1.5124 -0.092
```

Calculated values
Relative energy (zero: lowest compared OMol25 entry of this formula, charge and spin) (kcal/mol): 67.2
SMILES: C=CC[SiH3]



Record 2
ORCA calculation (ωB97M-V/def2-TZVPD) on a 2-piece molecular cluster, C3H9BO overall at a distorted geometry.

XYZ file:
```
14
Properties=species:S:1:pos:R:3:mulliken_charge:R:1
B 0.6124 0.0263 -0.1804 0.292
C -1.7916 -0.0535 -1.1773 -1.061
C 1.7606 0.2365 -1.1495 -0.775
C -0.2230 -0.2604 2.0539 -0.525
O 0.7901 -0.1633 1.0891 -0.329
H -1.9745 -0.0768 -2.2549 0.303
H -2.2618 0.8770 -0.8103 0.306
H -2.3405 -0.7372 -0.4738 0.221
H 2.5720 -0.5207 -0.8859 0.269
H 2.3653 1.2198 -0.8682 0.252
H 1.6805 0.2057 -2.1882 0.303
H 0.1909 -0.8729 2.7612 0.271
H -1.1256 -0.6666 1.6343 0.261
H -0.2548 0.7860 2.4499 0.214
```

Calculated values
Relative energy (zero: lowest compared OMol25 entry of this formula, charge and spin) (kcal/mol): 82.8



Record 3
ORCA calculation (ωB97M-V/def2-TZVPD) on a 2-piece molecular cluster, C3H9BrNO overall at a distorted geometry.

XYZ file:
```
15
Properties=species:S:1:pos:R:3:mulliken_charge:R:1
C 0.1497 1.9437 -0.4743 -1.077
C -0.0143 -1.0521 -0.8521 -0.358
C -0.6246 0.0114 0.1033 -0.341
N -0.1495 -0.3721 1.4752 -0.181
O 1.3679 -1.0327 -0.5242 -0.534
Br -2.5025 0.0056 -0.0512 0.089
H -0.1259 2.7345 0.0735 0.469
H 1.1132 1.4497 -0.1036 0.292
H -0.0966 1.7452 -1.4433 0.425
H -0.5134 -1.9859 -0.5071 0.374
H -0.2776 -0.5345 -1.8747 0.340
H -0.9231 -0.9902 1.8028 0.445
H 0.7384 -0.9424 1.4072 0.359
H -0.1342 0.4627 2.1368 0.362
H 1.9925 -1.4428 -1.1683 0.336
```

Calculated values
Multiplicity: 3
Net charge: +1
Relative energy (zero: lowest compared OMol25 entry of this formula, charge and spin) (kcal/mol): 0.0



Record 4
ORCA calculation (ωB97M-V/def2-TZVPD) on C3H9BrNaO4P as an isolated structure at a distorted geometry.

XYZ file:
```
19
Properties=species:S:1:pos:R:3:mulliken_charge:R:1
Na 12.2250 -18.1512 -3.4031 0.687
Br 9.5232 -19.0736 -3.8718 -0.700
C 10.8023 -21.9069 -1.4099 -0.498
O 10.2202 -23.1932 -1.2427 -0.319
P 11.0189 -24.5505 -1.4487 1.014
O 10.2254 -25.7429 -1.1472 -0.705
O 12.3276 -24.3244 -0.5414 -0.281
C 13.0023 -25.4098 0.0943 -0.699
O 11.5653 -24.4289 -2.9336 -0.253
C 12.0931 -25.5389 -3.6499 -0.632
H 11.8851 -21.9867 -1.2701 0.274
H 10.4906 -21.2662 -0.5796 0.299
H 10.5146 -21.3837 -2.3184 0.175
H 13.1962 -25.1776 1.1411 0.246
H 13.9655 -25.5452 -0.4064 0.257
H 12.4055 -26.3221 0.0417 0.338
H 12.8756 -25.1331 -4.2922 0.249
H 11.3424 -26.0267 -4.2662 0.258
H 12.5582 -26.2723 -2.9898 0.290
```

Calculated values
Relative energy (zero: lowest compared OMol25 entry of this formula, charge and spin) (kcal/mol): 7.5



Record 5
ORCA calculation (ωB97M-V/def2-TZVPD) on one molecule with the formula C3H9BrSi at a distorted geometry.

XYZ file:
```
14
Properties=species:S:1:pos:R:3:mulliken_charge:R:1
C -0.6869 -2.1398 0.0920 -1.107
C -0.2990 -0.8730 0.7855 -0.403
Si -0.0808 0.5051 -0.4221 0.401
C 1.2151 2.1449 -0.2435 -0.698
Br 0.1713 3.7112 0.2899 -0.176
H -1.5072 -2.0028 -0.7705 0.263
H 0.0956 -2.5835 -0.5584 0.341
H -1.1767 -2.8536 0.7917 0.301
H 0.6017 -0.9196 1.4050 0.331
H -1.0861 -0.6809 1.4366 0.330
H -1.3334 1.3047 -0.5197 -0.111
H 0.3377 -0.1376 -1.7903 -0.090
H 1.8265 1.9539 0.5696 0.303
H 1.9221 2.5711 -1.0659 0.315
```

Calculated values
Relative energy (zero: lowest compared OMol25 entry of this formula, charge and spin) (kcal/mol): 23.3
SMILES: CC[SiH2]CBr



Record 6
ORCA calculation (ωB97M-V/def2-TZVPD) on an isolated ion of composition C3H9Cl2NP and charge +1 at a distorted geometry.

XYZ file:
```
16
Properties=species:S:1:pos:R:3:mulliken_charge:R:1
C -0.2499 1.6963 0.6467 -0.899
N -0.0325 0.2479 0.4333 0.002
C -0.4765 -0.6140 1.5215 -0.914
P 1.4823 -0.0890 -0.2856 0.782
C 1.3026 0.3176 -2.0410 -0.836
Cl 2.7913 1.2548 0.4032 -0.098
Cl 2.2160 -1.9324 0.2716 -0.148
H -1.2913 1.9404 0.4052 0.304
H -0.0156 1.9162 1.7190 0.308
H 0.4707 2.1927 -0.0996 0.410
H -0.1431 -0.1625 2.3591 0.435
H -1.4346 -1.0252 1.3727 0.317
H 0.1117 -1.5466 1.4227 0.271
H 0.4167 -0.2085 -2.5156 0.333
H 2.2582 -0.0144 -2.4763 0.374
H 1.2309 1.3944 -2.1762 0.359
```

Calculated values
Net charge: +1
Relative energy (zero: lowest compared OMol25 entry of this formula, charge and spin) (kcal/mol): 8.8
SMILES: C[N+](C)=P(C)(Cl)Cl



Record 7
ORCA calculation (ωB97M-V/def2-TZVPD) on an isolated ion of composition C3H9Cl2NP and charge +1 at a distorted geometry.

XYZ file:
```
16
Properties=species:S:1:pos:R:3:mulliken_charge:R:1
C -0.5140 1.1576 1.3184 -0.945
N -0.4783 0.1824 0.2952 0.052
C -1.4801 -0.8456 0.5627 -0.949
P 1.1374 -0.2122 -0.2471 0.856
C 1.0224 -0.2295 -1.9941 -0.946
Cl 2.4433 1.2530 -0.1068 -0.114
Cl 1.8016 -1.9437 0.3919 -0.113
H -1.5280 1.4878 1.4345 0.332
H -0.3861 0.7855 2.3281 0.405
H 0.3349 1.9282 1.1098 0.295
H -1.6904 -1.4768 -0.2074 0.343
H -1.2371 -1.5615 1.4464 0.341
H -2.3277 -0.2464 0.8202 0.354
H -0.0473 -0.5030 -2.3695 0.330
H 1.9431 -0.6047 -2.4564 0.390
H 1.0065 0.8288 -2.3260 0.370
```

Calculated values
Net charge: +1
Relative energy (zero: lowest compared OMol25 entry of this formula, charge and spin) (kcal/mol): 16.4
SMILES: C[N+](C)=P(C)(Cl)Cl



Record 8
ORCA calculation (ωB97M-V/def2-TZVPD) on an isolated ion of composition C3H9ClN2PS and charge +1 at a distorted geometry.

XYZ file:
```
17
Properties=species:S:1:pos:R:3:mulliken_charge:R:1
H 2.2110 0.1234 -2.7400 0.298
N 1.8895 0.4589 -1.8384 -0.401
C 0.6313 0.5067 -1.7794 -0.392
C -0.0236 1.0232 -0.5307 -0.352
N 0.0137 0.0714 0.6588 -0.076
C -1.0234 0.5014 1.6716 -0.884
Cl 1.5937 0.1934 1.4108 0.127
P -0.2129 -1.7245 0.2573 0.213
S -0.1594 -2.8534 1.7896 -0.208
H -0.0085 0.2161 -2.6051 0.438
H -1.0565 1.2832 -0.7129 0.392
H 0.4866 1.9208 -0.2131 0.374
H -1.9839 0.0945 1.3970 0.407
H -1.0529 1.5802 1.6509 0.413
H -0.7047 0.1822 2.6471 0.330
H 0.8332 -1.8931 -0.6414 0.166
H -1.4334 -1.6840 -0.4222 0.158
```

Calculated values
Net charge: +1
SMILES: [H]/N=C/C[N@+](C)(Cl)[PH2]=S
E_tot (eV): -38874.5359



Record 9
ORCA calculation (ωB97M-V/def2-TZVPD) on a 2-piece molecular cluster, C3H9ClNO overall at a distorted geometry.

XYZ file:
```
15
Properties=species:S:1:pos:R:3:mulliken_charge:R:1
C 1.3635 -1.3947 -0.4252 -1.169
C 0.8287 0.0462 -0.4452 0.464
C -0.4915 0.2057 0.2929 -0.252
N 1.4991 1.0983 -0.7529 -0.255
O -1.0186 1.4637 0.2328 -0.473
Cl -3.6391 -0.2552 1.7824 -0.221
H 2.0103 -1.6732 -1.3936 0.392
H 0.5543 -2.1023 -0.3608 0.362
H 1.9964 -1.4707 0.5344 0.344
H -1.1064 -0.5161 -0.1167 0.449
H -0.1407 -0.0388 1.3797 0.254
H -3.4161 0.0474 0.5420 0.234
H 1.0451 2.0078 -0.6973 0.271
H 2.4536 1.0486 -1.1792 0.292
H -1.9386 1.5333 0.6066 0.309
```

Calculated values
Net charge: +1
Relative energy (zero: lowest compared OMol25 entry of this formula, charge and spin) (kcal/mol): 3.3



Record 10
ORCA calculation (ωB97M-V/def2-TZVPD) on a 2-piece molecular cluster, C3H9ClNOP overall at a distorted geometry.

XYZ file:
```
16
Properties=species:S:1:pos:R:3:mulliken_charge:R:1
H 2.9039 -2.6714 -0.8257 0.297
N 3.2574 -1.9161 -0.2227 -0.466
P 2.6433 -0.5538 -0.4676 0.410
Cl 3.0844 0.6049 1.2144 -0.233
C -0.8810 -0.7679 0.4408 -1.100
C -1.3628 0.4080 -0.3895 0.346
C -1.0842 1.6675 0.3516 -1.091
O -0.7326 0.3318 -1.6831 -0.503
H 0.1314 -0.9607 0.8501 0.302
H -1.5720 -0.7698 1.3199 0.335
H -1.2175 -1.6893 -0.0728 0.315
H -2.3806 0.1813 -0.7391 0.262
H -0.0088 1.6180 0.6520 0.188
H -1.4931 1.6528 1.3092 0.399
H -1.4845 2.5759 -0.1426 0.300
H 0.1963 0.2888 -1.5950 0.242
```

Calculated values
Relative energy (zero: lowest compared OMol25 entry of this formula, charge and spin) (kcal/mol): 40.4
SMILES: [H]/N=P/Cl.CC(C)O